one.
A single C2H4Cl2OS molecule, computed with ωB97M-V with the def2-TZVPD basis set.

Calculated values
- orbital gap (eV) = 9.93
- total charge = 0
- LUMO (eV) = -0.02
- spin multiplicity = 1

```
10
C2H4Cl2OS ωB97M-V with the def2-TZVPD basis set
C 1.21180 -0.09071 0.50020
C 0.00104 -0.37647 -0.37009
O -1.15252 1.86670 0.13743
S -1.55934 0.51890 0.46379
Cl -0.41292 -2.09013 -0.63400
Cl -2.86430 -0.11091 -1.02849
H 1.20971 -0.42996 1.57148
H 1.28787 1.06120 0.76764
H 2.00255 -0.33905 -0.11228
H 0.27611 -0.00957 -1.29568
```

---

two.
A single C2H4Cl2OS molecule, computed with ωB97M-V with the def2-TZVPD basis set.

Calculated values
- orbital gap (eV) = 9.59
- total charge = 0
- LUMO (eV) = 0.28
- spin multiplicity = 1

```
10
C2H4Cl2OS ωB97M-V with the def2-TZVPD basis set
C -0.64101 0.75751 0.46935
C 0.73891 0.06475 0.37294
Cl 1.87014 1.46402 0.48597
Cl 0.99591 -1.05716 1.71324
S 1.01786 -0.70148 -1.24624
O -0.43364 -1.16522 -1.80903
H -0.85266 1.17757 -0.49316
H -1.31218 -0.09681 0.79827
H -0.71258 1.63475 1.20199
H -0.67074 -2.07793 -1.49334
```

---

Question: which arrangement is favored energetically? Ranking from most to least stable: two, one.

---

one.
A single C7H10O2 molecule, computed with ωB97M-V with the def2-TZVPD basis set.

Calculated values
- orbital gap (eV) = 10.02
- total charge = 0
- LUMO (eV) = 0.85
- spin multiplicity = 1

```
19
C7H10O2 ωB97M-V with the def2-TZVPD basis set
C -2.03351 -0.22764 -0.03913
C -0.57019 -0.07938 0.11526
C 0.31009 -0.93654 -0.91034
C 1.61685 -0.27077 -0.89549
C 1.42198 0.91079 0.05950
O 1.27963 0.36741 1.45053
C -0.03706 -0.11230 1.51677
C -0.02269 1.24285 -0.22618
O -0.57326 2.28615 -0.45488
H -2.37128 -0.23114 -1.04081
H -2.42059 -1.18129 0.53184
H -2.55404 0.60492 0.46447
H -0.25839 -0.86551 -1.88266
H 0.36898 -1.90719 -0.50646
H 1.80499 0.19346 -1.90874
H 2.54763 -0.83051 -0.63927
H 2.21753 1.64303 0.06008
H -0.65280 0.47612 2.15836
H -0.07387 -1.08247 2.14714
```

---

two.
A molecular structure, C7H10O2, computed with ωB97M-V with the def2-TZVPD basis set.

Calculated values
- orbital gap (eV) = 9.92
- total charge = 0
- LUMO (eV) = 0.86
- spin multiplicity = 1

```
19
C7H10O2 ωB97M-V with the def2-TZVPD basis set
C -0.44800 0.59157 -0.53067
C 0.46633 -0.14441 -1.42002
C 1.24338 -1.21688 -0.69439
C 0.66849 -0.85106 0.76498
C 0.17920 1.14964 0.95171
C -0.93888 0.44577 1.58667
C -0.91539 -0.45702 0.42227
H -0.95459 1.64207 -2.19293
H 1.13690 0.57610 -2.35390
H -0.41848 -0.53337 -2.19205
H 2.25103 -0.94594 -0.64711
H 0.98063 -2.24722 -1.02310
H 0.42861 -1.68521 1.69657
H 0.59022 2.18031 1.39183
H -0.76634 0.25511 2.62823
H -1.76668 1.04288 1.53964
H -1.55650 -1.39148 0.21747
O -1.46325 1.25292 -1.33895
O 1.28331 0.33623 1.19374
```

---

Question: which arrangement is favored energetically? Ranking from most to least stable: one, two.